DFT (ωB97M-V/def2-TZVPD) results for a molecular structure, C2H31O14V.

As for the expectation value of S²: 3.756. The multiplicity is 4. For the highest occupied orbital energy (spin up / spin down), the calculation gives -0.4275 / -0.4471 Ha. Its charge is +1. The value obtained for the HOMO-LUMO gap (spin up / spin down) is 7.9 / 8.4 eV.

The geometry in XYZ format:
```
48
Properties=species:S:1:pos:R:3:forces:R:3:mulliken_spin:R:1
V 3.2986 0.4431 0.3648 -2.16 0.09 -0.27 3.01
C -0.7274 -1.3209 -0.1442 1.67 -0.22 1.63 0.01
C 0.7676 -1.2249 -0.1662 1.25 2.25 0.38 0.02
O 1.2926 0.1081 -0.2192 1.21 0.69 0.86 -0.13
H -1.0774 -0.8529 0.7578 -0.20 0.66 0.26 0.00
H -0.9354 -2.3509 0.0108 -0.75 -1.07 -0.57 0.00
H -1.1504 -0.8369 -0.9672 -0.93 0.42 -1.33 0.00
H 1.2536 -1.6039 -1.0142 -0.01 -1.90 -1.36 -0.02
H 1.2586 -1.5789 0.7108 -0.18 -1.43 0.80 0.02
O 3.3396 -0.7629 2.2028 1.41 -0.43 1.02 0.01
H 2.5586 -1.1459 2.6278 -0.65 0.40 -0.22 0.00
H 4.0726 -0.9919 2.8308 -0.72 0.33 -1.05 0.00
O -1.9104 2.1961 -2.3012 0.07 -0.51 -0.59 0.00
H -2.2514 1.3141 -2.5622 0.14 0.63 0.49 0.00
H -1.1444 2.3181 -2.8802 -0.22 0.05 -0.13 0.00
O 4.5506 -1.0039 -0.7522 -0.62 0.46 -1.38 0.01
H 4.0516 -1.1189 -1.6012 0.19 -0.39 0.95 0.00
H 5.3786 -0.6349 -1.0962 0.25 -0.15 0.35 0.00
O -3.5434 -1.1259 1.1068 0.00 -0.48 1.05 0.00
H -4.2784 -0.7919 1.6728 1.02 -0.44 -0.29 0.00
H -2.7224 -1.2429 1.6568 -1.48 0.09 -0.11 0.00
O 3.4796 1.6031 -1.4772 0.51 0.15 -0.39 0.01
H 3.0106 2.3291 -1.9042 -0.58 0.47 0.72 0.00
H 3.6636 1.1071 -2.2792 0.07 -0.60 -0.11 0.00
O -2.6594 1.3771 1.1098 -0.80 -0.18 0.74 0.00
H -1.7884 1.4961 0.7418 0.67 0.20 -0.54 0.00
H -2.9884 0.4821 0.9098 0.49 0.91 -0.08 0.00
O -4.0014 -0.2519 -1.3922 1.45 -0.12 0.11 0.00
H -3.6394 -0.5799 -0.5402 -0.16 0.19 -0.66 0.00
H -4.9164 -0.4389 -1.2822 -1.30 -0.11 -0.19 0.00
O 1.0666 0.4651 -2.7772 0.55 0.43 -1.77 0.00
H 0.9856 0.3301 -1.8432 0.15 -0.02 1.67 0.02
H 0.1976 0.3011 -3.1422 -0.37 -0.21 -0.43 0.00
O 2.5086 2.0101 1.7048 0.97 -0.30 1.24 0.00
H 2.8896 1.8851 2.6048 -0.12 0.19 -0.83 0.00
H 1.5896 2.1911 1.9158 -0.61 0.20 -0.74 0.01
O -0.2574 2.2651 -0.1522 -1.05 1.38 -0.01 0.00
H -0.8324 2.3561 -0.9572 0.26 -0.15 0.84 0.00
H 0.3666 1.5791 -0.3402 0.70 -1.18 -0.18 0.02
O -1.5924 -0.5209 -3.6722 2.11 0.71 -0.33 0.00
H -2.4474 -0.3069 -3.9422 -2.29 1.02 -1.31 0.00
H -1.8164 -1.1889 -3.0692 0.00 -1.80 1.63 0.00
O 0.5706 -0.4499 2.8748 1.63 -0.29 1.27 0.00
H -0.0224 -1.0119 2.4128 -1.01 -0.52 -0.75 0.00
H 0.3276 0.4461 2.6918 -0.57 0.63 -0.36 0.00
O -1.9644 -1.6249 3.4648 0.99 0.40 -0.43 0.00
H -1.2384 -1.5679 4.0868 0.70 0.49 -0.09 0.00
H -2.5714 -2.0739 4.0148 -1.70 -0.93 0.54 0.00
```
Forces are in eV/Å.